This record from the Open Molecules 2025 dataset describes a structure of composition C42H53BN9O3Ta at a distorted geometry. The level of theory is ωB97M-V/def2-TZVPD.

Structure (XYZ):
```
109
Properties=species:S:1:pos:R:3:mulliken_charge:R:1
Ta -0.0835 -0.2349 0.4051 2.927
O -5.1884 -3.2207 4.4188 -0.666
C -4.7199 -3.6826 3.3822 0.318
O -4.8051 -4.7407 2.7561 -0.678
C -3.8243 -2.6469 2.6167 -1.153
C -3.4977 -2.8420 1.2783 -1.025
C -2.6506 -1.9597 0.6639 0.692
N -2.0566 -0.9091 1.2946 0.823
C -2.4346 -0.6973 2.5679 0.830
C -3.3128 -1.5258 3.2399 -1.567
C -1.8375 0.4638 3.2304 0.395
C -2.4275 1.0544 4.3373 -0.990
C -1.7924 2.1237 4.9433 -1.259
C -0.5840 2.5474 4.4138 -1.381
C -0.0833 1.9127 3.2934 0.073
N -0.6941 0.8909 2.6856 1.627
C -2.3526 -2.0242 -0.7562 0.396
C -3.0687 -2.7698 -1.6722 -0.815
C -2.7787 -2.6388 -3.0229 -1.444
C -1.7938 -1.7420 -3.4145 -1.062
C -1.1102 -1.0537 -2.4392 -0.673
N -1.3568 -1.1971 -1.1371 1.049
H -3.9066 -3.7199 0.7903 0.723
H -3.6051 -1.3490 4.2677 0.764
H -3.3716 0.6806 4.7055 0.620
H -2.2250 2.6070 5.8083 0.503
H -0.0257 3.3610 4.8543 0.632
H 0.8564 2.2414 2.8902 0.052
H -3.8689 -3.4104 -1.3301 0.633
H -3.3347 -3.2073 -3.7561 0.500
H -1.5546 -1.5701 -4.4530 0.590
H -0.3629 -0.3246 -2.6722 0.507
C 0.6337 4.9532 1.2301 -1.401
C -0.2101 3.8366 0.7270 0.681
C -1.5474 3.8700 0.3929 -0.993
C -1.9010 2.6002 -0.0569 -0.541
N -0.8036 1.8007 0.0514 0.615
N 0.2398 2.5921 0.4958 0.494
B 1.7427 2.2084 0.4556 -0.616
N 2.2176 1.1984 1.5355 0.230
N 1.6693 -0.0505 1.6931 0.381
C 2.2676 -0.6164 2.7924 -0.640
C 3.2093 0.2832 3.2657 -1.172
C 3.1554 1.4106 2.4636 0.524
C 3.9468 2.6631 2.6050 -1.389
C 1.9840 -1.9487 3.4802 2.674
C 2.8350 -2.0487 4.7637 -2.227
C 0.5289 -2.0283 3.9726 -1.487
C 2.4133 -3.1308 2.5802 -1.406
N 2.0769 1.6119 -0.9042 0.265
N 1.4214 0.5324 -1.4487 0.186
C 2.0347 0.3301 -2.6739 -0.573
C 3.0494 1.2704 -2.8184 -0.994
C 3.0458 2.0669 -1.6988 0.227
C 3.9397 3.2156 -1.3884 -1.468
C 1.7789 -0.6102 -3.8718 2.552
C 3.0398 -0.6586 -4.7736 -2.324
C 0.7018 -0.0019 -4.8122 -1.490
C 1.6152 -2.0736 -3.4455 -0.784
C -3.2929 2.2963 -0.6039 2.315
C -3.2173 1.5892 -1.9574 -1.687
C -4.0208 3.6301 -0.8376 -2.369
C -4.1354 1.4858 0.3888 -1.384
H 0.0020 5.8106 1.4497 0.491
H 1.3745 5.2570 0.4904 0.226
H 1.1640 4.6760 2.1419 0.158
H -2.1767 4.7394 0.4311 0.746
H 2.3573 3.1998 0.6330 -0.142
H 3.8588 0.1548 4.1104 0.733
H 4.6169 2.5679 3.4556 0.457
H 3.3034 3.5283 2.7707 0.222
H 4.5478 2.8608 1.7188 0.162
H 2.5647 -1.2887 5.4974 0.485
H 3.9037 -1.9919 4.5595 0.560
H 2.6448 -3.0235 5.2118 0.419
H 0.3066 -1.1692 4.6096 0.339
H 0.4163 -2.9237 4.5841 0.607
H -0.2183 -2.0872 3.1884 0.068
H 3.4069 -3.4732 2.8661 0.476
H 2.4920 -2.8549 1.5316 0.115
H 1.7285 -3.9734 2.6800 0.438
H 3.7195 1.3767 -3.6487 0.561
H 4.6692 3.3222 -2.1874 0.479
H 4.4818 3.0638 -0.4565 0.166
H 3.3810 4.1487 -1.3123 0.252
H 3.2645 0.2956 -5.2431 0.512
H 2.8419 -1.3678 -5.5777 0.475
H 3.9191 -1.0056 -4.2311 0.516
H 1.1666 0.8248 -5.3482 0.482
H -0.1844 0.4297 -4.3506 0.217
H 0.3907 -0.7323 -5.5598 0.367
H 2.5701 -2.4052 -3.0355 0.493
H 1.3936 -2.7018 -4.3090 0.426
H 0.8574 -2.2609 -2.6946 -0.377
H -2.6954 2.2025 -2.6939 0.461
H -4.2274 1.4035 -2.3237 0.473
H -2.7160 0.6344 -1.8784 0.250
H -3.4453 4.3022 -1.4739 0.500
H -4.2564 4.1386 0.0980 0.428
H -4.9667 3.4233 -1.3369 0.488
H -3.8652 0.4345 0.3945 0.094
H -5.1857 1.5515 0.1040 0.615
H -4.0417 1.8794 1.4030 0.295
C 1.2683 -3.4402 -0.5444 -1.884
C 0.7553 -2.1866 0.0469 -0.018
O 0.0730 -2.1818 1.0790 -0.244
H 1.4828 -4.1703 0.2343 0.585
H 2.1164 -3.2828 -1.1988 0.254
H 0.4345 -3.8421 -1.1352 0.430
```

Computed properties:
energy relative to the best compared isomer or geometry (same formula, charge and spin): 201.13 kJ/mol
molar mass: 923.706 g/mol
frontier orbital gap: 4.651 eV
total charge: +2
lowest unoccupied orbital energy: -7.6 eV



This record from the Open Molecules 2025 dataset describes a structure of composition C42H53BrCl3FNO2PSn. The level of theory is ωB97M-V/def2-TZVPD.

Structure (XYZ):
```
105
Properties=species:S:1:pos:R:3:mulliken_charge:R:1
Sn -0.8483 0.2984 -1.1901 1.965
C 4.0233 -1.6517 2.1049 -1.602
C 2.6651 -0.9325 2.1160 0.627
C 2.6912 0.2880 1.1889 -1.213
P 1.3878 -2.1102 1.6233 0.561
C 0.7028 -2.8691 3.1127 0.450
C 1.6706 -3.7246 3.9413 -1.534
C -0.5896 -3.6187 2.7648 -1.385
C 1.8206 -3.1633 0.3374 0.472
C 2.4565 -4.3742 0.7420 -0.751
C 2.9679 -5.2714 -0.1443 0.458
C 3.6570 -6.5412 0.2888 -1.817
C 2.8430 -4.9381 -1.5184 -0.930
C 2.2350 -3.7997 -1.9554 -0.571
C 1.6758 -2.8128 -1.0578 -0.214
N 1.0737 -1.7162 -1.4907 0.763
C 0.7093 -1.6014 -2.8479 -1.169
C 1.3065 -0.6154 -3.6491 0.742
C 2.4910 0.1653 -3.1287 -1.170
C 0.7890 -0.3591 -4.9188 -0.974
C -0.3122 -1.0417 -5.4177 0.720
C -0.8727 -0.7369 -6.7857 -1.589
C -0.8960 -2.0122 -4.6080 -1.143
C -0.4130 -2.3010 -3.3364 2.061
C -1.1065 -3.3177 -2.4671 -1.266
H 4.7756 -1.0026 2.5555 0.490
H 4.3249 -1.8670 1.0786 0.298
H 4.0231 -2.5972 2.6549 0.386
H 2.4113 -0.6221 3.1329 0.575
H 2.8319 -0.0218 0.1528 0.130
H 3.5277 0.9303 1.4746 0.539
H 1.7855 0.8882 1.2463 -0.055
H 0.4564 -1.9632 3.6713 0.500
H 1.8445 -4.6919 3.4734 0.438
H 1.2250 -3.9119 4.9197 0.450
H 2.6332 -3.2385 4.1089 0.349
H -0.3851 -4.4680 2.1076 0.253
H -1.3183 -2.9704 2.2807 0.220
H -1.0354 -4.0003 3.6850 0.474
H 2.5364 -4.5951 1.8010 -0.264
H 3.5045 -6.7313 1.3528 0.346
H 4.7354 -6.4927 0.1116 0.328
H 3.2782 -7.4049 -0.2627 0.383
H 3.2550 -5.6243 -2.2557 0.379
H 2.1688 -3.5926 -3.0184 0.529
H 3.3226 -0.5010 -2.8766 0.274
H 2.2338 0.7185 -2.2203 0.046
H 2.8371 0.8865 -3.8731 0.433
H 1.2578 0.4117 -5.5273 0.303
H -0.4257 0.1663 -7.2011 0.372
H -1.9540 -0.5912 -6.7440 0.365
H -0.6804 -1.5563 -7.4845 0.320
H -1.7699 -2.5516 -4.9715 0.380
H -2.0024 -3.7006 -2.9588 0.420
H -1.3989 -2.8764 -1.5081 0.115
H -0.4532 -4.1620 -2.2334 0.289
C -6.7387 2.7864 4.2113 -1.597
C -5.7201 3.6859 3.4958 1.827
C -6.4682 4.6710 2.5854 -1.599
C -4.9638 4.4924 4.5527 -2.154
C -4.7742 2.8212 2.6547 -0.342
C -3.4086 2.7418 2.8913 0.110
C -2.6216 1.9392 2.0851 -0.227
Br -0.7488 1.9031 2.4439 -0.206
C -3.1157 1.1769 1.0089 0.065
O -2.2944 0.4313 0.2761 -0.442
C -4.5098 1.2399 0.7738 -0.550
C -5.2745 2.0589 1.6042 -0.532
C -5.2800 0.4686 -0.3276 2.505
C -4.4356 -0.4311 -1.2453 -1.784
C -6.0012 1.4797 -1.2354 -1.722
C -6.3221 -0.4417 0.3479 -1.744
H -7.4141 3.3885 4.8312 0.454
H -6.2273 2.0665 4.8564 0.352
H -7.3468 2.2246 3.4959 0.309
H -7.1365 5.3049 3.1797 0.457
H -7.0744 4.1515 1.8386 0.312
H -5.7614 5.3163 2.0561 0.353
H -5.6703 5.1150 5.1098 0.424
H -4.2202 5.1534 4.0961 0.407
H -4.4547 3.8412 5.2704 0.377
H -2.9377 3.2982 3.6918 0.549
H -6.3431 2.1036 1.4166 0.173
H -3.7533 0.1506 -1.8633 -0.076
H -5.1160 -0.9653 -1.9169 0.605
H -3.8552 -1.1641 -0.6874 0.283
H -5.2778 2.1562 -1.7005 0.313
H -6.7245 2.0877 -0.6856 0.329
H -6.5394 0.9524 -2.0311 0.464
H -5.8260 -1.1674 1.0005 0.366
H -6.8886 -0.9932 -0.4114 0.473
H -7.0338 0.1244 0.9543 0.304
Cl 1.1103 6.5827 -4.7840 -0.232
C 0.8564 5.2507 -3.6915 0.475
C -0.2406 4.4332 -3.8541 -0.942
C -0.4180 3.3797 -2.9760 1.057
Cl -1.8004 2.3337 -3.1925 -0.204
C 0.4533 3.0817 -1.9075 -1.027
O 0.2900 2.0891 -1.0603 -0.378
C 1.5546 3.9619 -1.8039 0.634
Cl 2.7020 3.6922 -0.5275 -0.227
C 1.7581 5.0187 -2.6690 -0.757
H -0.9513 4.6100 -4.6511 0.453
H 2.6213 5.6595 -2.5442 0.432
F 0.1588 -1.2415 1.2103 0.328
```

Computed properties:
energy relative to the best compared isomer or geometry (same formula, charge and spin): 0.00 kJ/mol
molar mass: 958.837 g/mol
frontier orbital gap: 7.447 eV
lowest unoccupied orbital energy: 0.3 eV



This record from the Open Molecules 2025 dataset describes a structure of composition C42H53BrClIrN3O4. The level of theory is ωB97M-V/def2-TZVPD.

Structure (XYZ):
```
105
Properties=species:S:1:pos:R:3:mulliken_charge:R:1
Ir -0.1989 0.5978 -0.4754 2.675
C 0.2976 3.2223 2.2774 -1.948
C -1.1411 2.9453 2.7048 0.835
C -2.1912 3.2256 1.6302 -1.490
C -1.3126 1.5740 3.3432 0.289
C -1.3893 1.5743 4.7365 -0.906
C -1.6391 0.4301 5.4678 -1.770
C -1.8280 -0.7571 4.7883 -0.593
C -1.7485 -0.8254 3.4014 0.883
C -1.9856 -2.2062 2.7907 0.877
C -3.4665 -2.6063 2.8469 -1.657
C -1.1962 -3.3131 3.5011 -1.881
C -1.4715 0.3521 2.6650 -0.445
N -1.4473 0.2316 1.2258 0.334
C -2.5607 -0.2735 0.7756 -0.926
C -2.8084 -0.5571 -0.5612 0.248
C -3.9251 -1.2085 -1.0909 -1.781
C -3.7694 -1.1303 -2.4548 -1.386
C -2.5863 -0.3945 -2.7194 -0.480
N -1.9687 -0.0869 -1.5549 0.557
C -2.3596 0.1056 -4.1407 3.067
C -2.3092 -1.0846 -5.1088 -1.913
C -3.5774 0.9833 -4.4976 -1.896
C -1.1169 0.9539 -4.3435 -0.385
H 0.3956 4.2448 1.9154 0.682
H 0.6126 2.5698 1.4680 0.127
H 0.9691 3.0806 3.1308 0.552
H -1.3452 3.6509 3.5170 0.663
H -2.0174 2.6567 0.7218 -0.202
H -2.1654 4.2807 1.3538 0.495
H -3.1869 2.9849 2.0134 0.399
H -1.2694 2.5214 5.2503 0.370
H -1.7012 0.4664 6.5486 0.316
H -2.0371 -1.6613 5.3467 0.311
H -1.6577 -2.1981 1.7506 0.318
H -3.7892 -2.6651 3.8895 0.356
H -3.6026 -3.5926 2.3976 0.423
H -4.1373 -1.9136 2.3394 0.363
H -1.6753 -3.6053 4.4392 0.441
H -0.1801 -3.0063 3.7193 0.367
H -1.1609 -4.2019 2.8665 0.453
H -3.3764 -0.4483 1.4705 1.409
H -4.7220 -1.6696 -0.5272 0.509
H -4.4432 -1.5130 -3.2048 0.512
H -3.2226 -1.6803 -5.0706 0.338
H -1.4642 -1.7369 -4.8764 0.348
H -2.1830 -0.7206 -6.1321 0.458
H -4.5191 0.4432 -4.4006 0.394
H -3.4831 1.3341 -5.5289 0.496
H -3.6175 1.8550 -3.8408 0.335
H -0.2652 0.3271 -4.5900 -0.196
H -0.8862 1.5365 -3.4588 -0.856
H -1.2632 1.6312 -5.1886 0.463
Cl -0.6137 5.9410 -2.5936 -0.250
C -0.8857 4.1779 -2.5730 -0.034
C -0.5856 3.5280 -1.2246 0.392
O 0.0331 4.1011 -0.3529 -0.637
O -1.0862 2.3302 -1.1918 -0.967
H -0.2263 3.7248 -3.3103 0.049
H -1.9211 4.0019 -2.8532 0.075
Br 4.2014 1.8578 -4.9538 -0.163
C 3.2870 0.1958 -4.8889 -0.241
C 3.8136 -0.8117 -5.6900 -0.496
C 3.2486 -2.0747 -5.6840 -0.595
C 2.1622 -2.3383 -4.8610 -1.084
C 1.6557 -1.3317 -4.0600 0.204
C 2.1936 -0.0422 -4.0625 0.355
C 1.5376 1.0063 -3.1687 0.020
O 1.6304 2.1941 -3.4397 -0.760
O 0.9166 0.4730 -2.1892 0.110
H 4.6714 -0.5949 -6.3116 0.418
H 3.6633 -2.8498 -6.3164 0.360
H 1.7133 -3.3232 -4.8416 0.418
H 0.8168 -1.5153 -3.4005 0.575
C 2.1084 -0.5371 5.3715 -1.771
C 1.9401 -1.0695 3.9736 0.678
C 2.1713 -2.4068 3.6801 -1.115
C 1.9756 -2.9082 2.3955 0.949
C 2.1825 -4.3705 2.1028 -2.121
C 1.6054 -2.0300 1.3876 -0.454
C 1.4647 -0.6640 1.6390 0.185
C 1.5809 -0.2072 2.9443 -0.471
N 1.4040 0.2103 0.5081 1.282
C 2.8056 0.6401 0.1225 1.622
C 3.4336 -0.4042 -0.8088 -1.749
C 2.7690 2.0527 -0.4643 -0.740
C 3.7401 0.7473 1.3410 -1.952
H 2.3590 -1.3353 6.0712 0.394
H 1.1901 -0.0569 5.7125 0.250
H 2.9043 0.2102 5.4108 0.368
H 2.4739 -3.0822 4.4753 0.230
H 3.2412 -4.5945 1.9502 0.332
H 1.6485 -4.6678 1.2001 0.395
H 1.8303 -4.9915 2.9285 0.433
H 1.4773 -2.3787 0.3688 0.543
H 1.4371 0.8440 3.1487 0.569
H 3.6760 -1.3074 -0.2431 0.404
H 4.3611 -0.0142 -1.2353 0.426
H 2.7625 -0.6809 -1.6151 0.301
H 2.0453 2.1947 -1.2527 -0.488
H 3.7534 2.2950 -0.8728 0.566
H 2.5386 2.7714 0.3232 0.059
H 4.7060 1.0882 0.9627 0.612
H 3.8971 -0.2040 1.8509 0.314
H 3.3853 1.4842 2.0633 0.253
```

Computed properties:
energy relative to the best compared isomer or geometry (same formula, charge and spin): 0.00 kJ/mol
molar mass: 971.477 g/mol
frontier orbital gap: 7.311 eV
total charge: -1
lowest unoccupied orbital energy: 2.4 eV



This record from the Open Molecules 2025 dataset describes a structure of composition C42H53CdN6O2S2Se. The level of theory is ωB97M-V/def2-TZVPD.

Structure (XYZ):
```
107
Properties=species:S:1:pos:R:3:mulliken_charge:R:1
Cd -0.5426 1.8941 0.7947 2.877
N -4.4962 4.2686 1.4938 -0.417
C -3.4555 3.4152 1.7272 0.279
S -3.4877 1.8378 1.0685 -0.422
N -2.5266 3.9494 2.5199 -1.332
N -1.3660 3.2935 2.5281 1.001
C -0.6104 3.4615 3.5448 -1.100
C 0.7042 2.8001 3.6015 0.992
C 1.3987 2.7001 4.8015 -0.896
C 2.5908 1.9979 4.8332 -0.261
C 3.0622 1.4083 3.6693 -1.110
C 2.3173 1.5675 2.5142 -0.368
N 1.1827 2.2639 2.4768 0.021
H -5.1136 3.9834 0.7575 0.271
H -4.2920 5.2555 1.5728 0.211
H -0.9602 4.0392 4.3926 0.355
H 0.9824 3.1480 5.6967 0.412
H 3.1417 1.8960 5.7610 0.409
H 3.9791 0.8357 3.6512 0.452
H 2.6270 1.1174 1.5757 0.507
C 2.6748 -2.2867 -5.4575 -1.663
C 2.0082 -2.7431 -4.1505 2.169
C 2.9373 -3.7342 -3.4316 -1.638
C 0.7121 -3.4737 -4.5082 -1.987
C 1.7466 -1.5331 -3.2479 -0.528
C 0.4987 -1.2177 -2.7311 -0.523
C 0.3318 -0.1102 -1.9094 0.944
Se -1.4160 0.2273 -1.1821 -0.067
C -1.5115 -1.2643 0.0213 -0.871
C -2.1255 -2.4226 -0.4188 -0.277
C -2.1901 -3.5499 0.3932 -0.732
C -1.6816 -3.4080 1.6840 0.035
C -1.1012 -2.2416 2.1912 -0.995
C -0.9095 -1.1405 1.3099 1.105
O -0.2130 -0.0949 1.6411 -0.783
C -0.6643 -2.2479 3.6773 2.266
C 0.5672 -3.1531 3.8372 -1.678
C -1.8135 -2.7996 4.5417 -1.859
C -0.3189 -0.8663 4.2615 -2.002
C -2.7860 -4.8545 -0.1495 2.175
C -2.7403 -5.9787 0.8858 -2.194
C -4.2504 -4.6324 -0.5580 -1.799
C -1.9878 -5.3120 -1.3851 -1.632
C 1.3856 0.7818 -1.5712 0.415
O 1.1685 1.8432 -0.8304 -1.515
C 2.6727 0.4584 -2.1047 0.018
C 2.7910 -0.6766 -2.9017 -0.731
C 3.9843 1.2435 -1.8367 2.283
C 4.9063 0.3605 -0.9771 -1.559
C 3.8239 2.5874 -1.1106 -1.812
C 4.6851 1.5586 -3.1677 -1.740
H 2.8280 -3.1413 -6.1277 0.442
H 3.6486 -1.8221 -5.2744 0.315
H 2.0445 -1.5526 -5.9696 0.349
H 3.1428 -4.6066 -4.0650 0.471
H 2.4749 -4.0807 -2.5020 0.313
H 3.8928 -3.2639 -3.1762 0.297
H 0.9360 -4.3067 -5.1818 0.460
H 0.0060 -2.8058 -5.0127 0.377
H 0.2217 -3.8841 -3.6187 0.259
H -0.3659 -1.8431 -2.9252 0.356
H -2.5510 -2.4317 -1.4180 0.526
H -1.7474 -4.2611 2.3522 0.254
H 0.3543 -4.1755 3.5061 0.313
H 0.8830 -3.1898 4.8876 0.455
H 1.3997 -2.7683 3.2386 0.260
H -2.0549 -3.8394 4.3063 0.370
H -2.7181 -2.2004 4.3974 0.389
H -1.5337 -2.7556 5.5998 0.473
H 0.5862 -0.4515 3.8221 0.248
H -0.1695 -0.9778 5.3436 0.508
H -1.1255 -0.1474 4.0929 0.390
H -3.3391 -5.7348 1.7705 0.418
H -1.7142 -6.1849 1.2095 0.391
H -3.1463 -6.8950 0.4455 0.433
H -4.8393 -4.3042 0.3042 0.372
H -4.6896 -5.5591 -0.9480 0.450
H -4.3350 -3.8630 -1.3324 0.321
H -0.9332 -5.4477 -1.1253 0.328
H -2.0393 -4.5679 -2.1870 0.336
H -2.3780 -6.2616 -1.7735 0.462
H 3.7827 -0.9242 -3.2727 0.290
H 4.4148 0.1130 -0.0301 0.228
H 5.8442 0.8856 -0.7551 0.489
H 5.1493 -0.5806 -1.4821 0.261
H 3.3550 2.4800 -0.1369 0.086
H 3.2108 3.2868 -1.6814 0.343
H 4.8229 3.0236 -0.9779 0.522
H 4.9192 0.6608 -3.7462 0.287
H 5.6260 2.0882 -2.9751 0.467
H 4.0497 2.2020 -3.7846 0.381
N -0.3635 3.0710 -2.5675 -0.240
C -1.1310 3.9935 -1.9460 0.341
N -0.9135 4.4310 -0.7370 -0.193
C -1.7909 5.4792 -0.4384 -0.564
C -1.7735 6.2411 0.7262 -0.111
C -2.7057 7.2551 0.8940 -0.788
C -3.6630 7.5269 -0.0858 -0.371
C -3.6845 6.7888 -1.2618 -0.389
C -2.7396 5.7831 -1.4252 0.794
S -2.4845 4.7474 -2.7979 -0.370
H 0.3012 2.5915 -1.9454 -0.163
H -0.7523 2.5513 -3.3334 0.302
H -1.0377 6.0167 1.4911 0.292
H -2.6917 7.8407 1.8064 0.335
H -4.3897 8.3174 0.0671 0.349
H -4.4130 7.0012 -2.0385 0.378
```

Computed properties:
energy relative to the best compared isomer or geometry (same formula, charge and spin): 0.00 kJ/mol
molar mass: 929.432 g/mol
frontier orbital gap: 6.883 eV
total charge: -1
lowest unoccupied orbital energy: 2.4 eV